No. 1
The following is a quantum chemistry calculation of the molecule CH5PS at a distorted geometry, from OMol25.

Energy above the lowest of the compared OMol25 structures with the same formula, charge and spin ... 4.1 kcal/mol
Gap between HOMO and LUMO ... 10.2 eV
Maximum force ... 0.1113 hartree/bohr
SMILES ... CPS
HOMO ... -9.394 eV

Positions of all 8 atoms, in Å:
C: -0.762 -0.349 0.203
P: 0.483 1.046 -0.061
S: 2.172 -0.294 0.040
H: -0.822 -0.942 -0.600
H: -1.878 0.038 0.371
H: -0.493 -0.912 1.159
H: 0.443 0.961 -1.490
H: 2.876 0.275 1.039

=====

No. 2
The following is a quantum chemistry calculation of the molecule C8H16O at a distorted geometry, from OMol25.

Energy above the lowest of the compared OMol25 structures with the same formula, charge and spin ... 114.2 kcal/mol
Gap between HOMO and LUMO (alpha / beta) ... 6.5 / 4.4 eV
Maximum force ... 0.0771 hartree/bohr
HOMO (alpha / beta) ... -6.218 / -4.888 eV

Positions of all 25 atoms, in Å:
C: 0.263 -1.019 -0.851
C: -0.165 0.288 1.037
C: -0.514 -2.275 -0.728
C: -0.380 1.745 1.448
C: 1.130 -0.225 1.663
C: 0.639 1.260 -1.407
C: -0.384 0.265 -0.692
C: -1.758 0.427 -1.048
O: 1.590 -1.148 -1.086
H: 1.865 -2.074 -1.074
H: -1.007 -0.309 1.385
H: -0.831 -2.626 -1.720
H: -1.429 -2.129 -0.151
H: 0.069 -3.072 -0.250
H: 2.006 0.209 1.178
H: -1.299 2.158 1.040
H: -0.472 1.789 2.537
H: 0.464 2.366 1.148
H: 1.179 0.066 2.716
H: 1.205 -1.313 1.627
H: 0.799 1.032 -2.460
H: 1.580 1.374 -0.866
H: 0.154 2.234 -1.409
H: -2.256 1.370 -0.874
H: -2.450 -0.394 -1.162

=====

No. 3
The following is a quantum chemistry calculation of a structure of composition C37H25CuN2OS4 at a distorted geometry, from OMol25.

2S+1 ... 2
Gap between HOMO and LUMO (alpha / beta) ... 5.2 / 6.0 eV
Maximum force ... 0.0302 hartree/bohr
HOMO (alpha / beta) ... -3.383 / -4.170 eV
<S²> ... 0.78
Charge ... -1

Positions of all 70 atoms, in Å:
Cu: 0.973 -1.194 -2.124
S: 1.169 -4.508 2.502
C: 0.907 -5.134 4.069
C: 0.685 -4.138 4.967
C: 0.727 -2.846 4.368
C: 0.958 -2.875 3.023
C: 1.036 -1.745 2.074
C: 1.365 -1.952 0.720
N: 1.403 -0.998 -0.183
C: 1.151 0.266 0.214
C: 0.847 0.592 1.539
C: 0.576 1.965 1.873
C: 0.586 2.928 0.931
C: 0.848 2.613 -0.450
C: 0.783 3.560 -1.479
C: 0.994 3.187 -2.785
C: 1.250 1.820 -3.028
N: 1.306 0.907 -2.086
C: 1.125 1.289 -0.804
C: 0.941 4.168 -3.891
C: 0.924 5.533 -3.817
C: 0.860 6.174 -5.088
C: 0.837 5.286 -6.116
S: 0.891 3.675 -5.546
C: 0.774 -0.453 2.467
H: 0.932 -6.203 4.239
H: 0.499 -4.310 6.021
H: 0.566 -1.931 4.925
H: 1.589 -2.951 0.350
H: 0.343 2.210 2.905
H: 0.366 3.957 1.197
H: 0.541 4.589 -1.233
H: 1.423 1.463 -4.041
H: 0.966 6.074 -2.877
H: 0.839 7.250 -5.225
H: 0.791 5.483 -7.180
H: 0.500 -0.232 3.494
C: 6.596 -1.746 -3.107
O: 5.255 -2.139 -3.390
C: 4.214 -1.502 -2.780
S: 4.472 -0.190 -1.774
S: 2.724 -2.174 -3.281
H: 7.225 -2.469 -3.627
H: 6.800 -1.761 -2.039
H: 6.798 -0.740 -3.476
C: -0.891 -1.404 -1.801
C: -1.731 -1.235 -0.890
C: -2.535 -1.040 0.229
C: -2.870 0.360 0.589
C: -2.992 0.789 1.922
C: -3.254 2.117 2.233
C: -3.389 3.064 1.224
C: -3.247 2.663 -0.101
C: -2.990 1.335 -0.414
C: -2.952 -2.186 1.050
C: -2.281 -3.418 0.942
C: -2.650 -4.509 1.714
C: -3.710 -4.423 2.612
C: -4.406 -3.224 2.715
C: -4.041 -2.127 1.945
H: -2.865 0.062 2.717
H: -3.336 2.419 3.272
H: -3.592 4.101 1.467
H: -3.337 3.395 -0.898
H: -2.862 1.029 -1.447
H: -1.461 -3.493 0.233
H: -2.106 -5.443 1.613
H: -3.988 -5.275 3.223
H: -5.253 -3.144 3.390
H: -4.616 -1.212 2.009

=====

No. 4
The following is a quantum chemistry calculation of a structure of composition H28KrO14 at a distorted geometry, from OMol25.

Energy above the lowest of the compared OMol25 structures with the same formula, charge and spin ... 14.8 kcal/mol
Gap between HOMO and LUMO ... 9.2 eV
Maximum force ... 0.0242 hartree/bohr
HOMO ... -9.646 eV

Positions of all 43 atoms, in Å:
Kr: 0.254 0.485 -0.005
O: -3.235 1.855 -2.559
H: -2.745 2.321 -1.881
H: -4.046 2.354 -2.655
O: 1.617 1.772 -2.872
H: 0.712 1.724 -3.180
H: 1.939 0.872 -2.933
O: 4.065 0.458 0.061
H: 4.976 0.352 0.335
H: 4.091 1.159 -0.590
O: -0.037 -1.269 -3.308
H: -0.323 -2.091 -3.708
H: 0.366 -1.533 -2.481
O: 0.099 4.016 -1.395
H: 0.690 3.437 -1.878
H: 0.681 4.596 -0.903
O: 1.441 -2.925 -1.745
H: 1.110 -2.970 -0.848
H: 2.263 -2.440 -1.674
O: 0.002 -3.261 0.755
H: 0.443 -4.110 0.787
H: 0.431 -2.742 1.436
O: -2.327 3.039 -0.135
H: -1.421 3.347 -0.117
H: -2.328 2.262 0.424
O: 1.405 -2.351 2.807
H: 2.145 -2.954 2.742
H: 1.793 -1.482 2.701
O: -2.689 0.742 1.639
H: -2.498 -0.119 1.268
H: -2.053 0.845 2.348
O: -2.469 -1.910 1.133
H: -2.993 -2.455 1.720
H: -1.640 -2.380 1.045
O: -0.224 1.218 3.660
H: -0.633 1.745 4.347
H: -0.154 0.342 4.039
O: -3.137 -0.920 -1.791
H: -2.397 -1.069 -2.380
H: -3.272 0.027 -1.810
O: 3.006 -0.005 2.685
H: 3.823 -0.282 3.099
H: 3.268 0.299 1.816

=====

No. 5
The following is a quantum chemistry calculation of a structure of composition C3H5AlLiO4 at a distorted geometry, from OMol25.

2S+1 ... 2
Gap between HOMO and LUMO (alpha / beta) ... 6.8 / 6.6 eV
Maximum force ... 0.0895 hartree/bohr
HOMO (alpha / beta) ... -16.705 / -17.123 eV
<S²> ... 0.76
Charge ... +2

Positions of all 14 atoms, in Å:
Al: 1.242 -0.173 -0.811
O: 0.848 1.067 0.347
C: -0.101 1.180 1.142
H: -1.103 0.817 0.839
H: 0.059 1.440 2.203
C: 0.444 -1.918 1.077
O: -0.281 -2.761 0.101
C: -0.968 -2.143 -0.820
O: -0.604 -1.056 -1.272
O: -2.234 -2.488 -0.660
Li: -0.344 -3.229 2.696
H: 1.483 -2.011 0.713
H: -0.155 -0.995 1.073
H: -2.813 -1.844 -1.090

=====

No. 6
The following is a quantum chemistry calculation of a cluster of 7 separate species, C11H33FIN12O13PS in total at a distorted geometry, from OMol25.

Energy above the lowest of the compared OMol25 structures with the same formula, charge and spin ... 0.0 kcal/mol
Gap between HOMO and LUMO ... 9.1 eV
Maximum force ... 0.0355 hartree/bohr
SMILES ... O=CO[C@](CCCI)(P(=O)(O)O)S(=O)(=O)F.NC(N)=O.NC(N)=O.NC(N)=O.NC(N)=O.NC(N)=O.NC(N)=O
HOMO ... -8.893 eV

Positions of all 73 atoms, in Å:
O: 3.233 5.295 -0.248
C: 3.636 4.308 -0.798
O: 2.885 3.573 -1.719
C: 1.941 2.648 -1.191
C: 0.655 3.422 -0.860
C: -0.437 2.746 -0.022
C: -1.443 1.893 -0.820
I: -1.738 -0.072 -0.015
P: 2.618 1.722 0.272
O: 2.476 2.510 1.488
O: 4.122 1.366 -0.071
O: 1.866 0.339 0.375
S: 1.699 1.514 -2.615
O: 2.964 1.350 -3.239
O: 0.977 0.363 -2.235
F: 0.820 2.322 -3.602
H: 4.667 3.966 -0.691
H: 0.940 4.336 -0.361
H: 0.192 3.714 -1.795
H: -0.058 2.197 0.827
H: -1.020 3.556 0.393
H: -1.170 1.848 -1.861
H: -2.408 2.356 -0.749
H: 4.141 0.615 -0.678
H: 1.634 0.239 1.306
C: -1.438 -4.013 1.356
O: -2.129 -3.690 2.322
N: -0.241 -3.409 1.095
N: -1.823 -4.974 0.485
H: 0.332 -3.627 0.303
H: 0.062 -2.703 1.739
H: -2.708 -5.411 0.651
H: -1.299 -5.243 -0.324
C: -4.604 -4.253 -1.770
O: -3.394 -4.390 -1.816
N: -5.413 -4.467 -2.854
N: -5.247 -3.866 -0.625
H: -6.408 -4.356 -2.835
H: -4.969 -4.747 -3.707
H: -4.680 -3.683 0.184
H: -6.238 -3.742 -0.560
C: 0.243 -4.081 5.697
O: 0.747 -3.650 6.725
N: -0.660 -3.377 4.962
N: 0.556 -5.320 5.197
H: -1.084 -3.715 4.110
H: -0.912 -2.467 5.299
H: 1.218 -5.868 5.711
H: 0.156 -5.693 4.358
C: -3.126 4.510 -3.437
O: -2.957 4.298 -2.248
N: -2.662 3.662 -4.407
N: -3.794 5.612 -3.895
H: -2.791 3.817 -5.388
H: -2.172 2.842 -4.104
H: -4.145 6.251 -3.208
H: -3.945 5.807 -4.865
C: -1.205 0.080 5.850
O: -1.045 0.271 4.658
N: -0.292 -0.597 6.615
N: -2.318 0.517 6.519
H: -0.408 -0.773 7.594
H: 0.533 -0.935 6.157
H: -3.007 1.011 5.985
H: -2.473 0.367 7.497
C: 7.021 0.483 -4.606
O: 8.071 -0.097 -4.815
N: 5.826 -0.172 -4.487
N: 6.946 1.845 -4.470
H: 4.951 0.292 -4.315
H: 5.837 -1.169 -4.581
H: 7.801 2.360 -4.550
H: 6.091 2.338 -4.299

=====

No. 7
The following is a quantum chemistry calculation of a cluster of 6 separate species, H12O5S2 in total at a distorted geometry, from OMol25.

Energy above the lowest of the compared OMol25 structures with the same formula, charge and spin ... 42.1 kcal/mol
2S+1 ... 2
Gap between HOMO and LUMO (alpha / beta) ... 2.4 / 8.9 eV
Maximum force ... 0.0572 hartree/bohr
HOMO (alpha / beta) ... 0.355 / -5.965 eV
<S²> ... 0.75
Charge ... -1

Positions of all 19 atoms, in Å:
S: 3.474 -2.692 -0.157
S: 1.821 -1.605 -0.642
H: 4.088 -2.575 -1.365
H: 1.010 -2.613 -0.335
H: 1.336 1.664 -3.107
H: -0.142 1.746 -2.990
O: 0.629 2.247 -3.415
H: -3.722 3.954 3.562
H: -5.025 4.882 3.679
O: -4.513 4.213 4.089
H: -0.747 1.153 1.558
H: -0.716 2.462 0.812
O: -0.718 1.506 0.646
H: -2.570 -0.342 -1.605
H: -2.014 0.982 -1.275
O: -2.386 0.533 -2.010
H: -2.819 -0.749 1.709
H: -1.916 -1.891 1.812
O: -1.947 -0.989 1.981

=====

No. 8
The following is a quantum chemistry calculation of the molecule C3H5NO, from OMol25.

Energy above the lowest of the compared OMol25 structures with the same formula, charge and spin ... 14.1 kcal/mol
Gap between HOMO and LUMO ... 10.7 eV
Maximum force ... 0.0090 hartree/bohr
SMILES ... C1=NCCO1
HOMO ... -9.642 eV

Positions of all 10 atoms, in Å:
C: 0.836 0.053 0.518
C: 0.091 -0.842 -0.482
N: -1.040 -0.019 -0.933
C: -1.110 0.920 -0.088
O: -0.164 1.030 0.876
H: 1.165 -0.456 1.425
H: 1.686 0.582 0.073
H: 0.705 -1.183 -1.319
H: -0.327 -1.724 0.015
H: -1.903 1.659 -0.036